(1)
Computed, not measured: a molecular structure, C18H22AlClF6NO16, with ωB97M-V/def2-TZVPD.

Atoms and positions in Å:
N -0.880785 4.466094 1.737488
C -0.239528 3.813738 0.694842
O -0.148834 4.349719 -0.401721
C 0.247312 2.415095 1.011047
C 1.547126 2.004956 0.310943
Al 2.410621 0.468468 1.217276
F 3.356686 -0.477167 0.146830
Cl 0.787707 -0.880524 1.902948
H -0.533698 4.268036 2.663512
H -1.020617 5.450332 1.554622
H 0.338198 2.337285 2.103535
H -0.566592 1.729999 0.740357
H 1.338458 1.784026 -0.742496
H 2.241503 2.854827 0.332060
H 3.318833 0.890503 2.469736
C -2.838697 3.194431 -3.375371
C -1.340174 3.434072 -3.355452
O -1.085969 3.787519 -4.713187
C -2.216014 4.308403 -5.241230
O -2.281233 4.895465 -6.273343
O -3.268984 4.067801 -4.425979
F -0.651437 2.314924 -3.056102
H -3.042151 2.160349 -3.656637
H -3.344670 3.446160 -2.449252
H -1.009513 4.239851 -2.699456
C 6.047963 -0.915308 -0.491125
C 5.962096 -0.276466 -1.865276
O 5.201748 0.871228 -1.616928
C 5.342434 1.213112 -0.299635
O 4.954664 2.219968 0.180787
O 5.977328 0.217144 0.363763
F 5.327751 -1.062405 -2.774807
H 5.177837 -1.553962 -0.324259
H 6.973635 -1.456760 -0.313484
H 6.927223 0.011253 -2.292581
C 5.474000 -1.562537 3.828545
C 6.160162 -0.385846 4.498054
O 5.094725 0.486221 4.743742
C 3.937731 -0.245855 4.827715
O 2.899763 0.169354 5.197973
O 4.177111 -1.513769 4.405904
F 7.075438 0.215948 3.693748
H 5.407359 -1.388562 2.752079
H 5.937262 -2.523249 4.035897
H 6.657841 -0.628575 5.441642
C -5.488558 -1.587378 -2.305202
C -4.206334 -0.772745 -2.268839
O -4.068021 -0.479084 -0.894191
C -4.709092 -1.442476 -0.185208
O -4.605468 -1.632145 0.981805
O -5.487623 -2.177462 -1.009514
F -4.314729 0.389565 -2.961473
H -6.350043 -0.924045 -2.402712
H -5.513010 -2.362814 -3.063950
H -3.316336 -1.300565 -2.613948
C -6.096368 -5.287103 1.284705
C -4.621513 -4.929934 1.197486
O -4.348286 -5.158692 -0.172643
C -5.499915 -5.002909 -0.872638
O -5.557450 -4.845899 -2.047398
O -6.557895 -4.990585 -0.033234
F -3.854314 -5.751925 1.951998
H -6.203371 -6.356447 1.477198
H -6.655429 -4.708937 2.013089
H -4.377862 -3.893715 1.437946

Force components x, y, z for each atom (eV/Å):
N 0.296 0.209 -0.098
C -0.010 0.035 -0.356
O -0.248 -0.186 0.266
C 0.061 0.123 0.106
C -0.159 0.086 -0.028
Al -0.169 0.026 0.175
F 0.009 -0.099 -0.116
Cl 0.007 -0.034 -0.011
H -0.143 -0.146 -0.020
H -0.033 -0.054 0.011
H -0.040 -0.058 -0.093
H 0.074 0.063 0.063
H 0.054 0.118 0.061
H -0.005 -0.124 -0.085
H 0.018 -0.133 0.004
C 0.113 -0.069 -0.027
C -0.044 0.084 0.116
O 0.083 0.208 0.040
C -0.032 -0.037 -0.132
O -0.005 -0.095 0.107
O -0.078 0.036 -0.024
F -0.025 -0.109 -0.120
H 0.023 0.066 0.065
H 0.001 0.083 -0.010
H 0.110 -0.113 0.079
C 0.005 -0.310 -0.121
C 0.025 -0.073 0.173
O 0.279 0.433 -0.096
C -0.508 -0.510 0.095
O 0.220 0.181 -0.094
O 0.234 0.221 0.042
F -0.073 -0.032 0.028
H 0.033 0.086 -0.050
H 0.085 0.105 0.021
H -0.019 -0.060 -0.081
C 0.127 0.040 -0.156
C -0.017 -0.108 -0.053
O -0.081 0.058 0.420
C 0.002 0.115 -0.685
O -0.006 -0.008 0.426
O -0.131 -0.014 0.138
F -0.048 0.004 -0.054
H 0.011 0.055 0.003
H -0.048 -0.018 0.071
H 0.080 0.014 -0.038
C 0.076 0.080 -0.139
C -0.036 -0.097 -0.015
O 0.167 -0.109 0.163
C -0.041 0.096 -0.064
O -0.031 0.080 -0.097
O -0.132 -0.072 0.240
F -0.130 -0.018 0.060
H 0.025 0.021 -0.046
H 0.056 -0.093 0.084
H 0.019 0.077 -0.056
C 0.103 -0.027 0.077
C -0.071 0.141 0.098
O 0.056 0.124 -0.164
C 0.102 0.314 0.089
O -0.093 -0.298 -0.099
O -0.078 -0.122 -0.120
F -0.022 -0.158 -0.053
H 0.003 0.009 0.059
H -0.005 0.090 -0.066
H 0.003 -0.099 0.089

Computed properties:
**HOMO-LUMO gap**: 7.54 eV
**Total charge**: -1
**Relative energy (zero: lowest compared OMol25 entry of this formula, charge and spin)**: 0.0 kcal/mol
**HOMO energy**: -5.4086 eV


(2)
Computed, not measured: a molecular structure, C39H47BrNOPtSSi, with ωB97M-V/def2-TZVPD.

Atoms and positions in Å:
Pt -0.042713 0.057035 0.468226
C 4.005841 0.467603 -0.498462
C 4.607582 0.449125 0.758967
C 3.833984 0.260169 1.894881
C 2.458057 0.095059 1.765951
C 1.867348 0.127844 0.510266
C 2.629432 0.313471 -0.626422
C 1.508099 -0.121179 2.843705
C 1.831286 -0.094819 4.217824
C 0.848681 -0.258206 5.137233
C -0.485086 -0.492850 4.723873
C -1.539874 -0.703514 5.642101
C -2.796147 -0.990952 5.197787
C -3.049009 -1.078914 3.811090
C -2.057374 -0.854060 2.899148
C -0.753766 -0.548506 3.343877
N 0.257984 -0.337255 2.432643
H 4.610695 0.609141 -1.385633
H 5.677260 0.580168 0.851259
H 4.308820 0.237560 2.868855
H 2.167290 0.339223 -1.608345
H 2.854728 0.065737 4.525143
H 1.075953 -0.224150 6.196687
H -1.328174 -0.642543 6.702889
H -3.597953 -1.162946 5.903388
H -4.044731 -1.338119 3.471088
H -2.238766 -0.906695 1.835046
C -2.628720 5.305349 -1.105048
C -1.866474 5.623172 0.189218
C -2.645791 4.940115 1.326995
C -1.903720 7.147417 0.422659
Si -0.049695 5.057746 0.081690
Br -0.221678 2.743702 0.325640
C 0.772217 5.270882 -1.623162
C 2.274353 4.957397 -1.562472
C 0.181937 4.338845 -2.694477
C 0.597910 6.731015 -2.090174
C 1.035093 5.540215 1.574915
C 0.235529 5.490780 2.884775
C 1.542486 6.983464 1.371400
C 2.248465 4.613770 1.770331
H -3.679075 5.587541 -0.966096
H -2.600326 4.237772 -1.341114
H -2.253894 5.862420 -1.963837
H -3.659773 5.357874 1.340239
H -2.212510 5.103180 2.311261
H -2.733339 3.862640 1.169779
H -2.944906 7.486767 0.395211
H -1.357887 7.707596 -0.339318
H -1.498070 7.422977 1.397801
H 2.464615 3.939286 -1.212365
H 2.826156 5.652218 -0.930191
H 2.686214 5.042607 -2.574166
H 0.362358 3.289675 -2.455801
H 0.679932 4.554336 -3.646726
H -0.885986 4.472329 -2.847032
H 0.987741 7.454012 -1.369670
H -0.445842 6.980733 -2.286259
H 1.148332 6.874156 -3.026069
H -0.571220 6.224172 2.913528
H 0.914528 5.723266 3.712647
H -0.185930 4.499089 3.069082
H 0.730200 7.697496 1.215573
H 2.228298 7.066916 0.527266
H 2.087465 7.299902 2.267159
H 1.943743 3.588574 1.987917
H 2.821577 4.981920 2.629398
H 2.920040 4.589111 0.916241
O -2.137845 -0.038327 -0.203896
S -3.230769 0.181875 -1.222413
C -4.332270 -1.204288 -1.009500
C -5.511031 -1.230877 -1.743519
C -6.358829 -2.315993 -1.606414
C -6.024158 -3.360021 -0.749685
C -4.839713 -3.320983 -0.029169
C -3.974936 -2.237732 -0.160676
C -4.253461 1.485206 -0.612271
C -4.616092 1.532714 0.728685
C -5.405125 2.580303 1.166184
C -5.832868 3.556568 0.265563
C -5.467316 3.491682 -1.068968
C -4.658710 2.452194 -1.515982
H -5.773550 -0.409977 -2.402074
H -7.282252 -2.349915 -2.170008
H -6.686944 -4.211155 -0.654726
H -4.578821 -4.136433 0.633215
H -3.037003 -2.201675 0.375659
H -4.278890 0.763347 1.411728
H -5.695922 2.636119 2.206955
H -6.451069 4.374469 0.613530
H -5.796090 4.255121 -1.762441
H -4.356150 2.395394 -2.556037

Force components x, y, z for each atom (eV/Å):
Pt -0.810 -0.712 -0.205
C -0.019 -0.005 0.059
C -0.113 -0.017 0.030
C 0.166 0.003 -0.025
C 0.274 -0.039 0.238
C 0.192 0.175 -0.063
C 0.246 -0.001 -0.116
C 0.069 -0.041 0.163
C 0.051 -0.021 -0.046
C -0.102 -0.025 0.159
C 0.042 -0.015 0.065
C 0.089 0.011 0.011
C -0.098 -0.028 -0.093
C -0.083 -0.020 0.120
C 0.188 0.091 -0.023
C 0.016 -0.063 -0.203
N 0.157 -0.013 0.236
H 0.008 -0.006 0.034
H -0.017 -0.013 -0.015
H -0.015 0.010 -0.037
H 0.002 0.033 0.020
H -0.019 0.031 -0.070
H -0.028 0.000 -0.030
H 0.017 -0.015 -0.029
H 0.007 0.002 -0.022
H 0.019 0.027 -0.018
H -0.060 0.014 0.047
C 0.031 0.086 -0.010
C -0.049 0.141 0.055
C -0.030 0.004 -0.014
C -0.053 -0.011 0.001
Si 0.042 -0.502 0.020
Br -0.162 0.821 -0.135
C 0.000 0.143 -0.089
C 0.024 0.001 -0.046
C 0.043 0.024 -0.040
C 0.041 -0.026 -0.032
C 0.070 0.136 -0.019
C 0.031 0.040 0.049
C 0.011 -0.011 0.054
C -0.003 0.038 0.055
H 0.095 -0.016 -0.020
H 0.008 0.087 0.036
H 0.005 0.002 0.013
H 0.052 -0.032 0.007
H -0.025 0.003 -0.045
H 0.006 0.066 -0.022
H 0.032 -0.003 0.005
H -0.025 -0.020 0.011
H -0.038 -0.009 -0.041
H -0.010 0.026 -0.003
H -0.004 -0.015 -0.012
H -0.006 -0.010 0.045
H 0.006 0.022 0.004
H -0.031 -0.020 0.041
H -0.022 0.012 0.006
H -0.004 -0.032 -0.028
H 0.027 -0.012 -0.007
H -0.021 -0.002 0.030
H 0.046 -0.032 0.013
H -0.039 -0.015 -0.024
H 0.022 0.031 -0.008
H 0.034 -0.028 0.022
H -0.007 -0.010 0.034
H -0.013 -0.009 -0.034
H -0.002 0.021 0.001
H -0.022 -0.026 -0.048
H -0.003 0.009 -0.011
O -0.197 -0.190 0.166
S 0.267 0.009 -0.407
C -0.014 -0.033 0.135
C -0.024 0.038 0.013
C -0.016 -0.036 -0.004
C 0.028 0.003 -0.001
C 0.035 0.048 -0.024
C -0.116 -0.063 -0.040
C -0.062 0.069 0.125
C -0.050 0.066 0.016
C -0.037 0.013 -0.056
C 0.014 -0.090 0.006
C -0.066 -0.038 0.029
C -0.107 0.005 -0.037
H 0.021 -0.033 0.013
H 0.026 0.000 0.017
H 0.021 0.046 0.016
H 0.003 0.013 -0.026
H -0.016 -0.026 -0.028
H 0.024 -0.004 0.020
H 0.005 0.021 -0.008
H 0.000 -0.026 0.002
H 0.002 -0.032 0.016
H 0.027 0.004 0.053

Computed properties:
**HOMO-LUMO gap**: 7.84 eV
**Total charge**: +1
**Relative energy (zero: lowest compared OMol25 entry of this formula, charge and spin)**: 6.8 kcal/mol
**HOMO energy**: -10.8451 eV


(3)
Computed, not measured: a molecular structure, C41H33BrMoN2O3P2, with ωB97M-V/def2-TZVPD.

Atoms and positions in Å:
Mo -2.032602 -0.910499 0.753586
O -2.035835 -1.490461 2.376320
C -2.420462 -1.348898 3.669952
C -2.039695 -2.245448 4.653374
C -2.465835 -2.037589 5.951821
C -3.258186 -0.936588 6.260780
C -3.633380 -0.046066 5.273355
C -3.231961 -0.240300 3.950986
C -3.638357 0.626762 2.858438
N -3.335404 0.479883 1.550057
C -3.949278 1.514493 0.863890
C -4.622105 2.280954 1.752587
N -4.417756 1.712837 2.984414
H -1.417994 -3.090517 4.386136
H -2.186341 -2.738034 6.726262
H -3.589204 -0.780268 7.277788
H -4.256168 0.798605 5.538251
H -3.864776 1.621519 -0.205427
H -5.216955 3.165548 1.609775
H -4.806324 2.052611 3.849420
Br 1.166757 -3.095784 -3.954287
C -0.472063 -2.167112 -4.179393
C -1.209333 -2.263586 -5.348619
C -2.392709 -1.545772 -5.464633
C -2.841009 -0.739212 -4.431542
C -2.097198 -0.659655 -3.259878
C -0.912793 -1.380684 -3.134915
C -2.538856 0.195092 -2.127202
O -3.076743 1.257353 -2.202557
O -2.271165 -0.339283 -0.884908
H -0.857391 -2.881847 -6.163085
H -2.966759 -1.620589 -6.377926
H -3.762108 -0.178240 -4.517765
H -0.304697 -1.287628 -2.247970
C 2.168320 0.131149 -0.358535
P 0.581518 -0.358175 0.423635
C 0.438795 0.758737 1.854464
C -0.341571 1.904792 1.658417
C -0.457007 2.848559 2.666441
C 0.197754 2.651198 3.875095
C 0.947471 1.500739 4.083763
C 1.069801 0.552546 3.078840
C 0.913805 -2.038174 1.043378
C 2.101496 -2.494637 1.605025
C 2.214525 -3.820687 1.998798
C 1.156130 -4.702129 1.822116
C -0.027966 -4.268223 1.242045
C -0.126886 -2.947388 0.847798
P 1.900376 1.779903 -1.197846
C 1.296892 1.202563 -2.822908
C 0.215775 1.869410 -3.393251
C -0.240614 1.512956 -4.655662
C 0.373440 0.479129 -5.346131
C 1.450336 -0.192851 -4.781209
C 1.916049 0.167327 -3.527306
C 3.655961 2.208249 -1.477486
C 4.178429 2.425505 -2.750191
C 5.540370 2.639099 -2.910319
C 6.379290 2.670169 -1.807425
C 5.849963 2.536746 -0.530643
C 4.491834 2.324225 -0.364505
H 2.456979 -0.636106 -1.079933
H 2.927724 0.224853 0.417476
H -0.822645 2.067477 0.698719
H -1.043421 3.743599 2.502995
H 0.135588 3.401220 4.652292
H 1.448621 1.348033 5.030495
H 1.651417 -0.344911 3.250804
H 2.943655 -1.827114 1.735051
H 3.141000 -4.168260 2.435868
H 1.255909 -5.736699 2.120671
H -0.844118 -4.959705 1.078173
H -1.047739 -2.610706 0.311178
H -0.264872 2.676139 -2.852084
H -1.065411 2.052111 -5.102740
H 0.023331 0.203864 -6.332608
H 1.944435 -0.987182 -5.326947
H 2.780341 -0.341639 -3.117454
H 3.529029 2.410957 -3.615050
H 5.946692 2.779127 -3.903360
H 7.443088 2.814967 -1.938472
H 6.495061 2.607172 0.335233
H 4.075735 2.260467 0.636211

Force components x, y, z for each atom (eV/Å):
Mo 1.699 0.774 -0.832
O -0.272 -1.378 3.778
C -0.483 0.355 0.791
C 0.191 -0.125 -0.384
C -0.055 0.070 0.015
C 0.025 -0.025 0.033
C -0.069 0.071 -0.102
C 0.242 -0.298 -0.028
C -0.109 0.178 -0.192
N -0.558 0.356 0.575
C -0.155 0.221 -0.103
C 0.065 -0.004 -0.195
N 0.146 -0.189 0.062
H -0.012 0.001 0.025
H 0.021 0.007 -0.002
H 0.001 0.016 -0.005
H -0.006 -0.011 0.027
H 0.026 0.019 0.046
H -0.020 -0.015 0.030
H 0.011 -0.006 0.027
Br -0.407 -0.562 0.097
C -0.067 -0.283 0.211
C 0.062 -0.109 0.065
C -0.040 -0.022 -0.029
C -0.122 0.211 0.071
C 0.236 -0.365 0.426
C -0.203 -0.104 0.202
C -0.224 0.438 -1.325
O -0.023 -0.202 0.185
O -0.805 0.762 -2.983
H -0.022 -0.020 -0.005
H -0.026 0.007 0.009
H 0.005 0.005 -0.057
H 0.017 -0.052 0.101
C -0.592 0.114 -0.645
P 0.673 -0.375 0.856
C -0.152 -0.033 -0.120
C 0.087 -0.114 0.013
C -0.059 0.051 0.038
C -0.036 0.013 -0.052
C 0.048 -0.061 0.042
C -0.022 -0.025 0.036
C -0.324 0.127 -0.260
C 0.009 -0.052 0.102
C 0.063 0.070 -0.011
C -0.049 0.016 -0.001
C -0.249 -0.145 -0.065
C 0.312 0.184 0.015
P -0.041 0.348 0.159
C 0.250 -0.072 0.138
C -0.003 -0.010 0.033
C 0.013 -0.005 -0.093
C 0.150 0.324 -0.065
C 0.410 0.525 -0.236
C -0.091 0.173 -0.244
C -0.049 -0.040 -0.145
C 0.017 -0.144 0.128
C 0.029 0.090 -0.044
C 0.012 0.007 0.005
C 0.002 0.054 0.034
C -0.076 -0.042 -0.088
H 0.059 -0.046 0.134
H -0.084 -0.033 0.135
H 0.015 0.081 0.018
H 0.033 0.017 -0.009
H -0.033 -0.016 0.017
H 0.006 -0.003 -0.007
H 0.026 0.027 0.012
H -0.003 0.026 -0.013
H -0.010 -0.022 -0.002
H 0.007 -0.004 -0.004
H 0.014 0.002 -0.002
H 0.506 -0.938 -0.271
H 0.028 0.036 -0.003
H -0.037 -0.018 0.008
H 0.028 0.039 0.001
H -0.028 0.235 -0.028
H 0.014 0.012 -0.021
H 0.024 -0.071 -0.043
H -0.002 0.015 0.004
H -0.004 0.026 -0.006
H 0.001 0.003 -0.005
H 0.040 -0.071 0.019

Computed properties:
**HOMO-LUMO gap (spin up / spin down)**: 5.45 / 5.01 eV
**Total charge**: +2
**Relative energy (zero: lowest compared OMol25 entry of this formula, charge and spin)**: 0.0 kcal/mol
**<S²>**: 2.02
**Multiplicity**: 3
**HOMO energy (spin up / spin down)**: -12.5753 / -12.5730 eV


(4)
Computed, not measured: a molecular structure, C3H4O3, with ωB97M-V/def2-TZVPD.

Atoms and positions in Å:
O -0.251279 0.922649 -1.409722
C 0.267252 -0.135991 -0.421995
C 0.719243 0.388806 0.902664
O -0.231058 -0.520805 1.555378
C -0.777563 -0.867065 0.339261
O -1.767366 -1.485786 0.104260
H -0.940545 0.506574 -1.951052
H 0.794472 -0.425333 -1.402962
H 0.445723 1.432028 1.068801
H 1.741120 0.184921 1.215366

Force components x, y, z for each atom (eV/Å):
O -0.909 0.512 1.589
C 0.017 1.870 -5.550
C 0.497 -0.029 0.273
O -0.323 0.085 -0.117
C -0.624 -0.854 0.377
O 0.556 0.310 0.196
H 0.110 -0.011 0.306
H 0.740 -1.730 2.968
H 0.006 -0.120 -0.029
H -0.069 -0.033 -0.012

Computed properties:
**HOMO-LUMO gap**: 11.10 eV
**Relative energy (zero: lowest compared OMol25 entry of this formula, charge and spin)**: 60.0 kcal/mol
**HOMO energy**: -10.5839 eV